{"formula": "C3H2FInO2", "method": "ωB97M-V with the def2-TZVPD basis set", "spin_multiplicity": 2, "total_charge": 3, "species": ["In", "F", "O", "O", "C", "C", "C", "H", "H"], "xyz": [[-1.38, 3.45, 0.64], [-0.61, 1.03, -1.39], [0.61, -2.43, -0.79], [-0.71, 1.81, 0.64], [-0.35, 0.89, -0.11], [0.05, -1.35, -0.45], [0.39, -0.27, 0.30], [0.71, -0.36, 1.34], [1.30, -2.77, -0.19]], "lowdin_charge": [1.70, 0.27, 0.39, -0.04, -0.32, 0.31, 0.22, 0.22, 0.26]}


{"formula": "C3H2FLiMnO2", "method": "ωB97M-V with the def2-TZVPD basis set", "spin_multiplicity": 6, "total_charge": 2, "species": ["Mn", "F", "O", "O", "C", "C", "C", "Li", "H", "H"], "xyz": [[-0.79, -1.97, 2.90], [1.48, 1.13, 0.06], [-0.02, -0.62, 0.39], [-0.68, 0.77, 1.87], [0.72, 0.17, -0.43], [-0.20, -0.34, 1.78], [0.58, 0.07, -1.75], [-2.10, 0.69, -0.21], [1.06, 0.80, -2.41], [-0.05, -0.70, -2.19]], "lowdin_charge": [1.53, 0.15, -0.08, 0.04, -0.46, -0.40, 0.14, 0.89, 0.11, 0.09]}


{"formula": "C3H2FLiNaO3", "method": "ωB97M-V with the def2-TZVPD basis set", "spin_multiplicity": 2, "total_charge": 0, "species": ["Na", "F", "O", "O", "O", "C", "C", "C", "Li", "H", "H"], "xyz": [[0.63, -1.84, 1.47], [1.82, 0.58, 0.35], [-2.04, 1.50, 0.93], [-0.30, 0.92, -0.32], [-0.80, -0.25, 1.65], [0.80, -1.18, -0.88], [0.86, 0.23, -0.61], [-1.13, 0.66, 0.89], [-1.47, 2.46, -0.76], [1.73, -1.61, -1.25], [-0.09, -1.47, -1.46]], "lowdin_charge": [0.63, -0.05, -0.06, -0.14, -0.01, -0.13, -0.45, -0.69, 0.84, 0.02, 0.03]}


{"formula": "C3H2FLuO2", "method": "ωB97M-V with the def2-TZVPD basis set", "total_charge": 2, "species": ["Lu", "F", "O", "O", "C", "C", "C", "H", "H"], "xyz": [[-1.67, 1.53, 1.91], [0.38, -1.76, -1.97], [0.36, 0.77, -0.62], [0.37, -0.92, 0.80], [1.45, 0.21, -1.26], [0.01, 0.24, 0.59], [1.46, -1.13, -1.42], [2.39, 0.75, -1.17], [2.36, -1.74, -1.42]], "lowdin_charge": [1.81, 0.17, -0.05, 0.02, 0.09, -0.52, 0.11, 0.18, 0.18]}


{"formula": "C3H2FMnO2", "method": "ωB97M-V with the def2-TZVPD basis set", "spin_multiplicity": 7, "total_charge": 0, "species": ["Mn", "F", "O", "O", "C", "C", "C", "H", "H"], "xyz": [[3.46, 1.25, 0.02], [-3.11, 1.30, -0.52], [0.37, -1.56, -0.18], [2.12, -0.15, 0.19], [-0.39, 0.37, 0.14], [0.94, -0.32, 0.00], [-0.87, -0.87, -0.01], [-1.81, -1.39, -0.18], [-0.72, 1.36, 0.55]], "lowdin_charge": [0.96, -0.83, 0.06, -0.15, 0.06, -0.43, 0.05, 0.15, 0.13]}


{"formula": "C3H2FN3S", "method": "ωB97M-V with the def2-TZVPD basis set", "total_charge": 0, "species": ["S", "F", "N", "N", "N", "C", "C", "C", "H", "H"], "xyz": [[-2.61, 0.04, -0.13], [0.35, 1.93, 0.04], [1.15, -1.29, -0.10], [2.18, 0.51, 0.01], [2.36, -0.77, -0.07], [-1.27, -0.88, 0.27], [0.19, -0.38, 0.09], [0.91, 0.78, 0.05], [-1.32, -2.09, 0.92], [1.08, -2.21, -0.61]], "lowdin_charge": [0.65, 0.16, -0.01, 0.08, 0.02, -0.58, -0.27, -0.41, 0.17, 0.20]}


{"formula": "C3H2FNOS", "method": "ωB97M-V with the def2-TZVPD basis set", "total_charge": 0, "species": ["S", "F", "O", "N", "C", "C", "C", "H", "H"], "xyz": [[-1.35, 1.05, -0.01], [-1.63, 0.14, 1.38], [-1.55, 0.26, -1.18], [0.30, -1.32, -0.28], [1.08, -0.26, 0.12], [0.42, 0.90, 0.20], [-0.37, -2.04, -0.92], [2.15, -0.53, 0.27], [0.96, 1.81, 0.42]], "lowdin_charge": [0.97, -0.35, -0.46, -0.08, -0.16, -0.23, 0.10, 0.14, 0.07]}


{"formula": "C3H2FNOS", "method": "ωB97M-V with the def2-TZVPD basis set", "smiles": "Fc1ncoc1S", "total_charge": 0, "species": ["S", "F", "O", "N", "C", "C", "C", "H", "H"], "xyz": [[-0.55, 0.26, -2.31], [-1.08, -1.85, 0.58], [0.82, 1.01, -0.20], [0.43, -0.40, 1.51], [1.01, 0.72, 1.12], [-0.24, -0.79, 0.41], [0.01, 0.00, -0.66], [-1.94, -0.42, -2.08], [1.54, 1.47, 1.63]], "lowdin_charge": [0.77, 0.07, -0.01, 0.17, -0.14, -0.35, -0.64, 0.01, 0.12]}


{"formula": "C3H2FNS", "method": "ωB97M-V with the def2-TZVPD basis set", "smiles": "N#C[C@H](F)C=S", "total_charge": 0, "species": ["S", "F", "N", "C", "C", "C", "H", "H"], "xyz": [[-2.09, 0.23, 0.05], [1.37, -1.63, -0.17], [1.77, 1.84, -0.17], [0.71, -0.50, 0.45], [-0.63, -0.40, -0.30], [1.30, 0.77, 0.12], [0.87, -0.72, 1.61], [-0.39, -0.46, -1.45]], "lowdin_charge": [0.71, -0.05, 0.19, -0.35, -0.62, -0.18, 0.20, 0.11]}


{"formula": "C3H2FNdO", "method": "ωB97M-V with the def2-TZVPD basis set", "spin_multiplicity": 5, "total_charge": 1, "species": ["Nd", "F", "O", "C", "C", "C", "H", "H"], "xyz": [[3.66, 0.02, -0.90], [-2.36, -0.37, -0.39], [0.49, 1.54, 0.02], [-1.26, 0.01, 0.29], [1.01, 0.37, 0.05], [-0.07, -0.63, 0.15], [0.03, -1.60, -0.35], [-1.51, 0.66, 1.13]], "lowdin_charge": [1.40, 0.08, -0.10, -0.08, -0.43, -0.11, 0.10, 0.15]}


{"formula": "C3H2FNiO2", "method": "ωB97M-V with the def2-TZVPD basis set", "spin_multiplicity": 4, "total_charge": 2, "species": ["Ni", "F", "O", "O", "C", "C", "C", "H", "H"], "xyz": [[2.60, 0.19, 1.26], [-1.22, 1.11, 0.97], [0.79, -1.00, 0.18], [0.61, 1.12, -0.81], [1.51, 0.34, -0.51], [-0.97, 0.42, -0.15], [-0.53, -0.95, 0.11], [-1.70, 0.62, -0.93], [-1.10, -1.85, -0.13]], "lowdin_charge": [1.37, 0.18, -0.08, 0.11, 0.00, 0.01, 0.04, 0.20, 0.19]}


{"formula": "C3H2FO2Tl", "method": "ωB97M-V with the def2-TZVPD basis set", "spin_multiplicity": 2, "total_charge": 1, "species": ["Tl", "F", "O", "O", "C", "C", "C", "H", "H"], "xyz": [[-2.43, -0.27, 1.44], [2.07, -0.45, 0.29], [-0.63, 0.15, 0.95], [-0.39, -0.10, -1.30], [1.00, 0.39, -1.87], [1.41, 0.65, -0.48], [0.06, 0.09, -0.08], [1.72, 1.63, -0.09], [0.76, 1.30, -2.44]], "lowdin_charge": [1.08, -0.01, -0.25, 0.11, 0.26, -0.08, -0.43, 0.18, 0.15]}


{"formula": "C3H2FO3", "method": "ωB97M-V with the def2-TZVPD basis set", "smiles": "O=C([O-])CC(=O)F", "total_charge": -1, "species": ["F", "O", "O", "O", "C", "C", "C", "H", "H"], "xyz": [[1.62, -1.22, 0.71], [-2.08, 0.48, -0.53], [-1.43, -0.38, 1.42], [1.02, -1.30, -1.38], [-1.32, 0.11, 0.33], [0.39, 0.66, -0.11], [1.02, -0.62, -0.39], [0.72, 1.02, 0.90], [0.04, 1.25, -0.95]], "lowdin_charge": [0.01, -0.01, 0.00, 0.07, -0.70, -0.02, -0.54, 0.10, 0.09]}


{"formula": "C3H2FOSn", "method": "ωB97M-V with the def2-TZVPD basis set", "total_charge": 1, "species": ["Sn", "F", "O", "C", "C", "C", "H", "H"], "xyz": [[3.14, 0.75, -0.03], [-1.78, 1.07, 0.84], [0.83, -0.87, 0.17], [-0.92, 0.44, 0.02], [-0.59, -0.92, 0.20], [1.20, 0.38, 0.22], [-0.89, 0.86, -0.99], [-1.00, -1.71, -0.44]], "lowdin_charge": [1.28, 0.10, -0.17, -0.11, 0.02, -0.43, 0.15, 0.15]}


{"formula": "C3H2HoO3", "method": "ωB97M-V with the def2-TZVPD basis set", "spin_multiplicity": 5, "total_charge": 3, "species": ["Ho", "O", "O", "O", "C", "C", "C", "H", "H"], "xyz": [[4.21, 0.37, 0.02], [0.18, 1.16, 0.06], [1.90, -0.33, 0.00], [-0.23, -0.99, -0.03], [-1.15, 1.14, 0.05], [0.70, -0.11, -0.02], [-1.49, -0.28, -0.05], [-2.05, -0.43, 0.92], [-2.06, -0.53, -0.96]], "lowdin_charge": [1.93, 0.25, 0.04, 0.24, 0.50, -0.46, 0.05, 0.23, 0.22]}


{"formula": "C3H2I2O2", "method": "ωB97M-V with the def2-TZVPD basis set", "total_charge": 0, "species": ["I", "I", "O", "O", "C", "C", "C", "H", "H"], "xyz": [[4.42, -1.34, 0.73], [4.65, 2.12, -0.30], [0.04, -0.82, 0.88], [3.69, -0.93, -2.97], [4.37, 0.11, -0.85], [0.29, 0.28, 0.63], [3.94, -0.37, -2.00], [-0.44, 1.04, 1.03], [1.27, 0.46, 0.07]], "lowdin_charge": [0.78, 0.76, 0.01, 0.19, -1.27, -0.18, -0.45, 0.09, 0.08]}


{"formula": "C3H2INOS", "method": "ωB97M-V with the def2-TZVPD basis set", "total_charge": 0, "species": ["I", "S", "O", "N", "C", "C", "C", "H", "H"], "xyz": [[-4.05, -0.61, -0.23], [1.25, 1.93, -0.13], [2.69, 2.06, -0.35], [-1.15, -0.45, 0.25], [1.12, 0.28, 0.08], [0.07, -0.69, 0.01], [-2.26, -0.65, 0.72], [2.08, -0.07, -0.30], [0.24, -1.79, -0.05]], "lowdin_charge": [0.79, 0.91, -0.58, -0.10, -0.36, -0.22, -0.64, 0.07, 0.14]}


{"formula": "C3H2KMgO3", "method": "ωB97M-V with the def2-TZVPD basis set", "spin_multiplicity": 2, "total_charge": 2, "species": ["K", "Mg", "O", "O", "O", "C", "C", "C", "H", "H"], "xyz": [[0.92, 2.02, -1.24], [-3.15, 1.43, -0.45], [-1.10, 1.08, -0.30], [-0.44, -0.74, 0.88], [-2.59, -0.22, 0.63], [-1.41, 0.07, 0.40], [0.82, -0.42, 0.64], [1.85, -0.68, -0.04], [2.89, -0.38, -0.02], [2.21, -2.16, -0.50]], "lowdin_charge": [1.01, 1.52, -0.21, 0.17, 0.06, -0.68, -0.17, -0.02, 0.06, 0.26]}


{"formula": "C3H2LiMgO3Tl", "method": "ωB97M-V with the def2-TZVPD basis set", "total_charge": 2, "species": ["Tl", "Mg", "O", "O", "O", "C", "C", "C", "Li", "H", "H"], "xyz": [[1.78, -4.07, 1.76], [-1.89, 1.24, 0.48], [1.34, -1.48, 0.97], [-0.53, 0.96, -0.75], [-3.01, 3.15, -1.93], [0.45, 0.26, -0.46], [0.43, -0.69, 0.76], [-2.66, 2.34, -1.30], [3.16, -1.40, 0.11], [-0.45, -0.56, 1.39], [1.39, 0.25, -1.02]], "lowdin_charge": [1.15, 0.78, -0.40, -0.23, 0.23, -0.20, -0.28, -0.04, 0.81, 0.05, 0.11]}


{"formula": "C3H2LiO3Tl", "method": "ωB97M-V with the def2-TZVPD basis set", "spin_multiplicity": 2, "total_charge": 1, "species": ["Tl", "O", "O", "O", "C", "C", "C", "Li", "H", "H"], "xyz": [[-1.06, -5.62, 1.70], [0.60, -4.26, 1.68], [-0.41, -2.24, 1.59], [1.81, -2.42, 1.60], [0.75, -3.01, 1.64], [-1.56, -2.84, 1.62], [-2.63, -3.36, 1.38], [2.68, -4.24, 1.62], [-3.62, -3.78, 1.47], [-3.51, -2.72, -1.02]], "lowdin_charge": [1.06, -0.32, 0.14, 0.06, -0.70, -0.26, 0.00, 0.86, 0.06, 0.11]}


In order of appearance, DFT total energy = -554.42147 -1523.62750 -610.94874 -1600.47698 -1516.61126 -777.72021 -743.44842 -743.51421 -668.23269 -851.49475 -1873.15312 -537.90449 -441.18246 -504.37443 -1287.88296 -861.28802 -941.23909 -1140.55088 -720.72367 -520.91100 a.u..